Molecular formula: C35H42Cl2N7Si2Ti
Method: DFT, wB97M-V/def2-TZVPD

```
89
C35H42Cl2N7Si2Ti wB97M-V/def2-TZVPD
Ti -0.75 -0.97 -0.18
Cl -1.53 -2.82 1.20
Cl -0.34 -3.63 -2.09
Si 1.32 -0.22 -2.81
Si -3.78 0.21 0.60
N 1.35 -1.61 0.38
N 2.82 -2.79 1.50
N -0.06 0.03 -1.73
N -0.41 2.68 -0.17
N 5.68 -8.13 4.49
N -2.38 0.07 -0.45
N -0.35 0.18 1.72
C -0.17 3.94 -0.86
C -3.64 6.48 -0.67
C -1.56 -2.30 -1.68
C -2.15 2.00 -4.16
C -1.33 6.08 -0.15
C 2.28 1.41 -2.94
C 3.20 -6.00 3.25
C 4.80 -3.99 2.21
C -2.38 0.66 -1.72
C -5.09 -1.03 0.07
C 2.61 -1.51 -2.35
C 0.44 0.38 3.84
C 0.10 2.60 0.99
C 5.38 -5.08 2.82
C -2.57 4.44 -1.38
C -3.40 1.80 -3.61
C 0.56 1.63 3.21
C -3.41 -0.09 2.40
C 3.42 -3.90 2.12
C 4.58 -6.09 3.34
C 2.33 -0.76 0.83
C -1.02 1.46 -3.54
C -1.11 0.74 -2.35
C 3.25 -1.47 1.52
C 0.06 1.49 1.92
C -1.38 4.85 -0.80
C -3.51 1.13 -2.39
C 1.66 -2.81 0.79
C -2.45 6.89 -0.09
C -3.69 5.25 -1.32
C -0.11 -0.46 2.89
C 0.76 -0.85 -4.50
C 2.61 -4.90 2.65
C 5.19 -7.23 3.98
C -4.48 1.96 0.57
H 0.70 0.12 4.85
H 1.54 -4.81 2.61
H 1.51 -0.61 -5.25
H 3.26 -1.24 -1.52
H -1.74 -1.81 -2.64
H 1.79 2.17 -2.34
H 4.12 -1.17 2.08
H 0.66 3.46 1.41
H -4.49 0.98 -1.96
H -2.61 3.48 -1.88
H -5.29 -0.99 -1.00
H 0.95 2.55 3.63
H 2.26 0.30 0.66
H -5.08 2.11 1.47
H -4.34 0.07 2.95
H 2.58 -6.79 3.66
H -0.36 -1.50 2.99
H -0.40 6.39 0.32
H -3.65 2.68 0.61
H 0.70 4.47 -0.46
H -5.10 2.22 -0.29
H -0.07 1.61 -4.02
H 3.23 -1.58 -3.25
H 5.41 -3.21 1.77
H -0.20 -0.45 -4.84
H -4.62 4.92 -1.77
H -6.03 -0.87 0.61
H -2.40 7.85 0.42
H -2.03 2.55 -5.09
H 6.46 -5.15 2.89
H 2.36 1.78 -3.96
H 2.16 -2.49 -2.17
H 1.08 -3.70 0.60
H 0.03 3.71 -1.91
H -2.44 -2.85 -1.36
H -4.29 2.16 -4.10
H -3.05 -1.09 2.60
H 0.67 -1.94 -4.44
H 3.29 1.28 -2.56
H -4.52 7.11 -0.62
H -4.73 -2.04 0.30
H -2.67 0.63 2.78
```

Computed properties:
* frontier orbital gap: 0.222 Ha
* HOMO energy: -0.165 Eh
* spin multiplicity: 1
* charge: -1

Mulliken atomic charge list, values in e, 6 entries: atom 1 (Ti): -1.770, atom 2 (Cl): -0.445, atom 3 (Cl): -0.261, atom 4 (Si): 0.268, atom 5 (Si): -0.108, atom 6 (N): 1.020


Molecular formula: C19H34N2O6Re
Method: DFT, wB97M-V/def2-TZVPD

```
62
C19H34N2O6Re wB97M-V/def2-TZVPD
Re 0.20 -0.03 0.06
O -0.54 -1.92 0.10
O -2.64 0.85 -1.58
O -1.89 0.33 0.46
O 1.80 0.91 -0.01
O -1.43 -3.60 1.23
O 0.48 -0.74 2.19
N -1.02 -2.01 -5.08
N -0.17 0.16 -2.09
C -0.28 -1.08 -2.87
C 1.44 3.62 0.78
C 3.90 3.54 1.25
C 3.51 -1.51 0.76
C 5.13 2.90 1.27
C -0.95 -0.79 -4.23
C 4.28 -0.53 -0.13
C -2.78 0.69 -0.37
C -0.84 -2.56 1.16
C 0.73 3.56 -0.57
C 2.77 2.90 0.79
C -0.32 -1.89 2.52
C 5.24 1.58 0.83
C 4.14 0.89 0.37
C 0.56 3.09 1.92
C 2.87 1.54 0.37
C 0.48 -2.93 3.27
C 3.82 -0.66 -1.58
C -1.56 -1.41 3.28
H 1.65 4.68 0.99
H -2.02 -0.57 2.75
H 2.76 -0.43 -1.66
H -1.18 0.57 -2.04
H 2.44 -1.46 0.53
H 5.35 -0.79 -0.08
H 3.83 4.56 1.59
H -1.97 -0.43 -4.05
H 1.06 3.19 2.87
H 0.14 2.64 -0.68
H 1.33 -3.27 2.70
H -0.37 3.65 1.96
H 3.99 -1.67 -1.94
H -1.44 -1.79 -6.00
H 0.31 2.03 1.77
H 3.68 -1.28 1.81
H -1.58 -2.74 -4.63
H 6.01 3.42 1.60
H 4.37 0.03 -2.22
H -0.08 -2.39 -5.24
H -3.78 0.86 0.08
H -0.40 -0.02 -4.77
H -2.27 -2.21 3.38
H 6.20 1.10 0.85
H -0.89 -1.78 -2.29
H 3.84 -2.53 0.58
H 1.37 -0.87 2.56
H -0.16 -3.79 3.48
H 0.44 0.82 -2.57
H 0.82 -2.52 4.22
H 0.71 -1.52 -3.03
H -1.25 -1.07 4.26
H 0.04 4.40 -0.66
H 1.44 3.63 -1.39
```

Computed properties:
* frontier orbital gap (alpha / beta): 0.252 / 0.231 Ha
* HOMO energy (alpha / beta): -0.505 / -0.511 Eh
* spin multiplicity: 4
* charge: +2

Mulliken atomic charge list, values in e, 6 entries: atom 1 (Re): 1.252, atom 2 (O): -0.620, atom 3 (O): -0.670, atom 4 (O): -0.458, atom 5 (O): 1.138, atom 6 (O): -0.584


Molecular formula: C11H18O
Method: DFT, wB97M-V/def2-TZVPD

```
30
C11H18O wB97M-V/def2-TZVPD
O 3.35 -1.15 -0.03
C 2.73 -0.27 2.11
C -4.55 1.10 -0.07
C 3.34 0.77 -1.44
C -2.66 -1.08 -0.39
C -5.04 -0.14 -0.28
C -4.18 -1.34 -0.10
C 2.62 -0.09 0.62
C 3.94 -0.62 -1.23
C 3.13 1.21 0.01
C -2.26 0.28 0.12
C -3.13 1.27 0.22
H -4.32 -1.69 0.93
H 1.55 -0.18 0.33
H 2.14 0.49 2.64
H -4.58 -2.16 -0.73
H 2.37 -1.27 2.40
H -2.06 -1.82 0.14
H -2.81 2.28 0.47
H 2.44 2.04 0.16
H -1.20 0.48 0.33
H 4.07 1.47 0.47
H 5.03 -0.63 -1.11
H 3.76 -0.20 2.48
H 3.95 1.43 -2.08
H 3.69 -1.32 -2.05
H 2.38 0.67 -1.96
H -2.39 -1.18 -1.47
H -5.19 1.97 -0.03
H -6.12 -0.31 -0.46
```

Computed properties:
* frontier orbital gap: 0.333 Ha
* HOMO energy: -0.302 Eh
* SMILES: C[C@H]1CCCO1.C1=CCCC=C1
* spin multiplicity: 1

Mulliken atomic charge list, values in e, 6 entries: atom 1 (O): -0.434, atom 2 (C): -1.538, atom 3 (C): -0.350, atom 4 (C): -0.557, atom 5 (C): -0.467, atom 6 (C): -0.359


Molecular formula: C9H12N2
Method: DFT, wB97M-V/def2-TZVPD

```
23
C9H12N2 wB97M-V/def2-TZVPD
N 3.26 0.78 -4.12
N 0.78 -0.20 -2.13
C -0.20 -0.29 1.52
C -0.80 0.96 2.17
C -0.08 -0.35 -1.03
C 1.67 0.70 -2.08
C 0.39 -0.08 0.20
C 2.55 0.77 -3.22
C -2.32 -0.75 -2.34
C -1.54 -0.59 -1.28
C 0.97 -0.79 2.47
H -3.34 -0.60 -2.23
H -1.68 1.31 1.72
H -1.98 -1.12 -3.34
H 1.63 -1.64 2.20
H 0.41 -1.05 3.44
H -2.18 -0.32 -0.37
H -0.92 -1.00 1.44
H 1.31 0.30 0.33
H -0.11 1.67 1.88
H 1.51 0.00 2.73
H -0.95 0.91 3.32
H 1.63 1.40 -1.28
```

Computed properties:
* frontier orbital gap: 0.314 Ha
* HOMO energy: -0.329 Eh
* SMILES: C=CC(=C\C(C)C)/N=C/C#N
* spin multiplicity: 1

Mulliken atomic charge list, values in e, 6 entries: atom 1 (N): -0.383, atom 2 (N): -0.471, atom 3 (C): 0.140, atom 4 (C): -1.365, atom 5 (C): 0.845, atom 6 (C): -0.054


Number 1: DFT total energy -4091.347393 Ha. Number 2: DFT total energy -1383.071540 Ha. Number 3: DFT total energy -505.122128 Ha. Number 4: DFT total energy -459.512169 Ha.